(1)
The following is a DFT calculation (ωB97M-V/def2-TZVPD) of a 2-piece molecular cluster, C28H29NO2 overall in a non-equilibrium geometry.

Positions of all 60 atoms, in Å:
1 C 5.1597 -3.0148 -1.7021
2 C 3.8288 -2.3324 -1.6281
3 C 3.7524 -0.9360 -1.5222
4 C 2.5272 -0.3045 -1.3624
5 C 1.3113 -1.0515 -1.3259
6 C 0.0441 -0.4103 -1.1650
7 C -1.1763 -1.0880 -1.2015
8 C -2.3910 -0.4420 -1.4047
9 C -3.6417 -1.1042 -1.5987
10 C -4.8544 -0.3580 -1.7093
11 C -6.0833 -0.9953 -1.7684
12 C -6.1657 -2.3957 -1.7702
13 C -7.5081 -3.0569 -1.8089
14 C -4.9830 -3.1499 -1.7377
15 C -3.7435 -2.5282 -1.6698
16 C 1.4098 -2.4644 -1.5060
17 C 2.6435 -3.0795 -1.6443
18 H 5.0346 -4.1022 -1.7121
19 H 5.7085 -2.7270 -2.6087
20 H 5.7885 -2.7652 -0.8366
21 H 4.6728 -0.3475 -1.5365
22 H 2.4801 0.7820 -1.2521
23 H 0.0226 0.6788 -1.0668
24 H -1.1809 -2.1758 -1.0918
25 H -2.3865 0.6504 -1.4401
26 H -4.8028 0.7340 -1.7069
27 H -7.0077 -0.4117 -1.7909
28 H -7.4104 -4.1459 -1.8315
29 H -8.0978 -2.7851 -0.9233
30 H -8.0840 -2.7504 -2.6923
31 H -5.0551 -4.2411 -1.7482
32 H -2.8377 -3.1384 -1.6391
33 H 0.5047 -3.0754 -1.5305
34 H 2.7104 -4.1647 -1.7485
35 C -3.9752 2.8181 0.7311
36 C -2.6779 3.3006 1.3304
37 O -1.6590 2.3097 1.0594
38 C -0.4773 2.6173 1.6512
39 C 0.5451 1.5746 1.3898
40 N 1.7377 1.8315 1.7879
41 C 2.8916 1.2468 1.6958
42 C 4.0478 1.8098 2.3506
43 C 5.3640 1.4744 1.9474
44 C 6.4549 1.9958 2.6362
45 C 6.2540 2.8384 3.7418
46 C 4.9537 3.2094 4.1220
47 C 3.8567 2.7273 3.4054
48 O -0.2964 3.6090 2.3380
49 H -4.7222 3.6149 0.7874
50 H -3.8719 2.5256 -0.3195
51 H -4.3644 1.9513 1.2795
52 H -2.3577 4.2456 0.8718
53 H -2.7697 3.4080 2.4188
54 H 0.1725 0.6080 1.0203
55 H 3.0316 0.3309 1.0992
56 H 5.4863 0.8163 1.0829
57 H 7.4662 1.7410 2.3136
58 H 7.1081 3.2104 4.3052
59 H 4.7793 3.8652 4.9793
60 H 2.8329 3.0170 3.6557

The value obtained for the energy is -35088.0527 eV. Its HOMO energy is -5.56 eV. Its energy above the lowest of the compared OMol25 structures with the same formula, charge and spin is 21.2 kcal per mole. For the HOMO-LUMO gap, the calculation gives 3.07 eV. The calculation puts the maximum force at 1.9 eV Å⁻¹.

natural (NBO) population analysis, charges in e, atoms 1 to 5:
1. C -0.636
2. C 0.020
3. C -0.227
4. C -0.167
5. C -0.042

=====

(2)
The following is a DFT calculation (ωB97M-V/def2-TZVPD) of C26H23F6N5RuSSb as an isolated structure in a non-equilibrium geometry.

Positions of all 63 atoms, in Å:
1 Ru -1.4237 0.7536 -0.0589
2 C -1.7654 0.8552 4.2118
3 C -2.0916 0.9045 2.8627
4 N -1.1469 0.8612 1.9216
5 C 0.1593 0.8052 2.2518
6 C 0.5705 0.7472 3.6064
7 C -0.4381 0.7708 4.5924
8 C 1.9479 0.6938 3.8938
9 C 2.8682 0.7082 2.8611
10 C 2.4772 0.7554 1.5351
11 C 1.1140 0.8139 1.1762
12 N 0.5411 0.8705 -0.0630
13 C 1.1086 0.8772 -1.3088
14 C 2.4821 0.8652 -1.6683
15 C 2.8669 0.8530 -2.9916
16 C 1.9371 0.8401 -4.0252
17 C 0.5595 0.8788 -3.7346
18 C -0.4496 0.9268 -4.7162
19 C -1.7845 1.0079 -4.3233
20 C -2.1095 0.9972 -2.9833
21 N -1.1560 0.8982 -2.0331
22 C 0.1531 0.8857 -2.3755
23 H -2.5538 0.9015 4.9441
24 H -3.1191 0.9826 2.5295
25 H -0.1489 0.7232 5.6316
26 H 2.2666 0.6602 4.9236
27 H 3.9241 0.6902 3.0838
28 H 3.2508 0.7537 0.7926
29 H 3.2528 0.8988 -0.9225
30 H 3.9207 0.8628 -3.2270
31 H 2.2516 0.8274 -5.0558
32 H -0.1650 0.9219 -5.7564
33 H -2.5674 1.1018 -5.0577
34 H -3.1349 1.0645 -2.6395
35 F -3.4975 0.5420 -0.0300
36 Sb -5.6628 0.7052 -0.0840
37 F -5.5791 -1.0898 0.5228
38 F -5.3302 0.0872 -1.8681
39 F -7.5185 0.8288 -0.1478
40 F -5.2475 2.4639 -0.6998
41 F -5.3435 1.3034 1.7038
42 C -1.6252 2.8500 -0.0554
43 H -2.7055 3.0008 -0.0995
44 H -1.1542 3.3285 -0.9134
45 H -1.2312 3.2981 0.8560
46 N -0.5498 -2.1228 -2.5042
47 C -0.1048 -2.0891 -1.2370
48 S -1.2771 -1.7703 -0.0256
49 N 1.1971 -2.2975 -1.0259
50 C 1.9401 -2.4915 0.1548
51 C 3.3259 -2.3978 0.0342
52 C 4.1351 -2.6809 1.1159
53 C 3.5732 -3.0605 2.3244
54 C 2.1965 -3.1455 2.4436
55 C 1.3736 -2.8609 1.3689
56 H -1.5401 -2.0144 -2.6693
57 H 0.0214 -2.4585 -3.2655
58 H 1.7715 -2.3681 -1.8625
59 H 3.7646 -2.1249 -0.9151
60 H 5.2060 -2.6378 1.0061
61 H 4.2051 -3.3099 3.1614
62 H 1.7530 -3.4725 3.3692
63 H 0.3058 -2.9703 1.4648

The value obtained for the energy is -71044.5805 eV. Its HOMO energy (spin up / spin down) is -11.02 / -11.03 eV. Its energy above the lowest of the compared OMol25 structures with the same formula, charge and spin is 1.4 kcal per mole. For the HOMO-LUMO gap (spin up / spin down), the calculation gives 5.39 / 5.41 eV. Its net charge is +1. The calculation puts the maximum force at 3.7 eV Å⁻¹.

natural (NBO) population analysis, charges in e, atoms 1 to 5:
1. Ru 0.885
2. C -0.246
3. C 0.114
4. N -0.416
5. C 0.236

=====

(3)
The following is a DFT calculation (ωB97M-V/def2-TZVPD) of a 2-piece molecular cluster, C2H8N2O overall.

Positions of all 13 atoms, in Å:
1 C 1.5607 1.0861 0.2755
2 N 2.0145 2.4147 0.6780
3 H 2.0800 0.6957 -0.6054
4 H 0.4848 1.0982 0.0864
5 H 1.6852 0.4268 1.1302
6 H 2.9846 2.3993 0.9642
7 H 1.9113 3.1040 -0.0554
8 C -1.7465 -1.3559 -0.3343
9 N -0.6304 -2.1265 -0.2922
10 O -1.7415 -0.1533 -0.3163
11 H -2.6520 -1.9831 -0.3935
12 H 0.3003 -1.7313 -0.2725
13 H -0.6791 -3.1291 -0.2850

The value obtained for the energy is -7231.3646 eV. Its HOMO energy is -9.01 eV. The SMILES is NC=O.CN. Its energy above the lowest of the compared OMol25 structures with the same formula, charge and spin is 22.2 kcal per mole. For the HOMO-LUMO gap, the calculation gives 9.92 eV. The calculation puts the maximum force at 0.6 eV Å⁻¹.

natural (NBO) population analysis, charges in e, atoms 1 to 5:
1. C -0.428
2. N -0.837
3. H 0.157
4. H 0.220
5. H 0.185

=====

(4)
The following is a DFT calculation (ωB97M-V/def2-TZVPD) of C8H9NO5Pb as an isolated structure in a non-equilibrium geometry.

Positions of all 24 atoms, in Å:
1 Pb 0.0750 -0.0240 -2.3953
2 O 0.1194 3.0985 -4.2101
3 C 0.1055 2.0811 -3.6524
4 C 1.8789 -1.5366 -1.7873
5 O 2.8176 -2.0476 -1.4420
6 C -1.7081 -1.4872 -1.7379
7 O -2.6728 -2.0033 -1.4736
8 C 0.0848 -1.5901 -4.0812
9 O 0.0878 -2.1850 -5.0451
10 C -0.3268 0.8177 3.1194
11 N 0.3088 0.1934 2.0052
12 C 1.4916 -0.6479 2.1443
13 C -0.1736 0.3175 0.7622
14 C -1.4120 1.1122 0.3580
15 O 0.5269 -0.3451 -0.0641
16 H 0.2344 0.5589 4.0076
17 H -1.3553 0.4484 3.1837
18 H -0.3329 1.8978 2.9571
19 H 1.3157 -1.6909 1.8159
20 H 2.3601 -0.2631 1.5759
21 H 1.7630 -0.6695 3.1959
22 H -1.1568 1.8802 -0.3928
23 H -2.1829 0.4586 -0.0745
24 H -1.8486 1.6258 1.2312

The value obtained for the energy is -25397.3039 eV. Its HOMO energy is -16.50 eV. For the HOMO-LUMO gap, the calculation gives 7.54 eV. Its net charge is +2. The calculation puts the maximum force at 8.8 eV Å⁻¹.

natural (NBO) population analysis, charges in e, atoms 1 to 5:
1. Pb 1.086
2. O -0.317
3. C 0.462
4. C 0.523
5. O -0.316

=====

> Number 3 is which compound?

C2H8N2O